DFT (wB97M-V/def2-TZVPD) results for a single C3H6N2 molecule in a non-equilibrium geometry.

Each atom is followed by the atoms it is bonded to, with distances in Å.
Positions of all 11 atoms, in Å:
1 C 0.172 -0.515 -0.271  C2 1.521, N10 1.366, N11 1.246
2 C -0.198 0.935 0.000  C1 1.521, C3 1.378, H7 1.096
3 C 0.250 1.577 1.134  C2 1.378, H8 1.052, H9 1.137
4 H -1.593 -0.828 -1.390  N10 1.041
5 H -0.477 -2.176 -1.375  N10 1.032
6 H 1.350 -1.915 0.137  N11 1.013
7 H -0.864 1.469 -0.688  C2 1.096
8 H -0.083 2.546 1.373  C3 1.052
9 H 0.919 1.035 1.875  C3 1.137
10 N -0.655 -1.191 -1.123  C1 1.366, H4 1.041, H5 1.032
11 N 1.179 -0.935 0.330  C1 1.246, H6 1.013

Output
F_max = 3.5 eV/A
relative energy (zero: lowest compared OMol25 entry of this formula, charge and spin) = 23.7 kcal/mol
gap between HOMO and LUMO = 10.08 eV